[1]
ORCA calculation (wB97M-V/def2-TZVPD) on a 8-piece molecular cluster, C45H42F7OS overall.

Each line ends with the Löwdin charge.
Element x y z (Å)
C  -3.78160  -1.09827  -0.02218  -0.258
S  -2.34709  -0.36829  -0.79981  1.130
C  -2.15933  1.16758  0.14610  -0.286
C  -0.73010  1.21172  0.69078  -0.270
O  0.19922  1.11447  -0.05768  0.068
H  -4.63756  -0.42671  -0.14426  0.080
H  -3.53257  -1.13798  1.04177  0.049
H  -3.96927  -2.07975  -0.45805  0.045
H  -2.87133  0.07715  -1.95723  0.003
H  -2.92089  1.18455  0.93048  0.094
H  -2.30896  2.01126  -0.53579  0.120
H  -0.62043  1.32281  1.78218  0.140
F  -4.72012  -1.21661  2.82010  0.013
C  -4.64082  -0.23246  3.76374  -0.288
C  -5.32646  0.94226  3.54296  -0.030
C  -5.21436  1.94935  4.49348  -0.072
C  -4.42983  1.76820  5.62357  -0.080
C  -3.75569  0.56859  5.81593  -0.069
C  -3.86057  -0.45046  4.87884  -0.013
H  -5.94294  1.05757  2.66086  0.115
H  -5.75105  2.87765  4.35023  0.110
H  -4.34683  2.55846  6.35526  0.103
H  -3.14615  0.42353  6.69611  0.105
H  -3.35531  -1.39799  5.01032  0.120
F  3.63379  0.72842  -6.03905  0.071
C  2.84186  0.37448  -5.01354  -0.283
C  2.45365  -0.94671  -4.89916  -0.014
C  1.63948  -1.30611  -3.83493  -0.092
C  1.22492  -0.35054  -2.91619  -0.126
C  1.62972  0.97006  -3.05601  -0.089
C  2.44837  1.34397  -4.11149  -0.002
H  2.79085  -1.67009  -5.62875  0.122
H  1.33776  -2.33921  -3.72037  0.108
H  0.60306  -0.63987  -2.07822  0.072
H  1.31492  1.71058  -2.33330  0.092
H  2.78507  2.36351  -4.23875  0.122
F  7.47181  -2.17098  0.46767  0.051
C  6.24731  -1.66428  0.21975  -0.294
C  5.72274  -1.78876  -1.05103  -0.010
C  4.46919  -1.24958  -1.30262  -0.070
C  3.77012  -0.60096  -0.29409  -0.091
C  4.32633  -0.48712  0.97292  -0.081
C  5.57711  -1.02346  1.24204  -0.012
H  6.29133  -2.29334  -1.82047  0.121
H  4.03855  -1.33057  -2.29259  0.091
H  2.79879  -0.17271  -0.50370  0.076
H  3.78971  0.02910  1.75846  0.101
H  6.03613  -0.94304  2.21777  0.120
F  -2.00909  2.56566  7.39796  0.039
C  -1.17703  3.51496  6.90906  -0.284
C  -0.17990  3.13106  6.03604  -0.024
C  0.67125  4.10793  5.53801  -0.086
C  0.51265  5.43485  5.91317  -0.091
C  -0.50062  5.78851  6.79356  -0.075
C  -1.35921  4.82407  7.30228  -0.012
H  -0.06941  2.08788  5.77153  0.113
H  1.46777  3.82844  4.86091  0.103
H  1.18253  6.19065  5.52681  0.104
H  -0.62204  6.82046  7.09391  0.109
H  -2.15221  5.07510  7.99339  0.120
F  9.98694  4.13932  -0.26097  0.054
C  9.85340  2.85547  0.13164  -0.289
C  9.18129  1.97589  -0.69291  -0.015
C  9.04642  0.65750  -0.28194  -0.083
C  9.57568  0.24078  0.93188  -0.096
C  10.24751  1.14883  1.73916  -0.081
C  10.39313  2.47076  1.34220  -0.018
H  8.77760  2.32389  -1.63394  0.117
H  8.52611  -0.04839  -0.91577  0.096
H  9.46386  -0.78736  1.24568  0.093
H  10.66165  0.82911  2.68630  0.105
H  10.91514  3.19515  1.95222  0.117
F  -4.63768  0.33557  -2.79821  -0.014
C  -4.43863  0.13758  -4.14472  -0.274
C  -3.80992  -1.02152  -4.54528  -0.026
C  -3.59357  -1.20931  -5.90408  -0.064
C  -4.00836  -0.25017  -6.81655  -0.073
C  -4.64434  0.90246  -6.37504  -0.062
C  -4.86809  1.10817  -5.02106  -0.010
H  -3.51700  -1.76922  -3.81832  0.096
H  -3.10624  -2.11184  -6.24692  0.113
H  -3.83945  -0.40253  -7.87337  0.111
H  -4.96928  1.64914  -7.08641  0.114
H  -5.36356  1.99594  -4.65262  0.122
F  -4.23296  -3.33273  -2.19333  -0.003
C  -4.73441  -4.60825  -2.19793  -0.271
C  -5.48964  -5.00578  -3.27838  -0.014
C  -5.99589  -6.29784  -3.27783  -0.068
C  -5.74164  -7.15158  -2.21325  -0.079
C  -4.97627  -6.71640  -1.14084  -0.071
C  -4.46043  -5.42772  -1.12555  -0.021
H  -5.67646  -4.32010  -4.09378  0.119
H  -6.59122  -6.63628  -4.11476  0.111
H  -6.13967  -8.15669  -2.22011  0.109
H  -4.77657  -7.38019  -0.31082  0.111
H  -3.85470  -5.07067  -0.30312  0.114

## Properties
Charge   +1
Total energy   -2912.145981 a.u.

***

[2]
ORCA calculation (wB97M-V/def2-TZVPD) on C45H42GeMnN3O6S2 as an isolated structure in a non-equilibrium geometry.

Each line ends with the Mulliken spin population.
Element x y z (Å)
Mn  -0.96185  0.01669  -0.57639  1.010
O  -3.56638  3.06440  -0.70077  -0.002
C  -2.65517  2.16567  -0.49250  -0.006
O  -2.54803  1.12593  -1.15186  -0.002
C  -1.68066  2.40690  0.57716  0.020
C  -1.65342  3.46517  1.46929  -0.002
C  -0.64771  3.51020  2.42317  0.008
C  0.28052  2.47913  2.46131  -0.006
C  0.17974  1.44681  1.54231  -0.003
N  -0.77915  1.40414  0.60699  -0.042
C  1.05797  0.25560  1.60083  -0.008
O  1.88466  0.04876  2.42710  0.008
O  0.74448  -0.64102  0.59168  0.022
H  -4.17329  2.82228  -1.41923  0.000
H  -2.41720  4.23022  1.41567  0.000
H  -0.59722  4.32319  3.13409  0.000
H  1.06753  2.44192  3.20343  0.000
C  -4.36335  -2.41824  0.91322  0.001
S  -2.60272  -2.43369  1.29648  0.004
O  -2.02164  -1.32615  0.42832  -0.008
C  -2.14073  -3.95700  0.42768  0.003
C  -2.54338  -5.14628  0.87451  0.000
C  -2.21271  -6.37476  0.15117  0.000
C  -1.58686  -6.35269  -1.02420  0.000
C  -1.11201  -5.08523  -1.66948  0.003
C  -1.23188  -3.83283  -0.74814  0.020
H  -4.50814  -2.63372  -0.14263  0.000
H  -4.73182  -1.42467  1.16584  0.000
H  -4.86208  -3.16222  1.53374  0.000
H  -3.16388  -5.23224  1.76035  0.000
H  -2.55464  -7.30978  0.57369  0.000
H  -1.43080  -7.27008  -1.58051  0.000
H  -1.56373  -4.98734  -2.65946  0.000
H  -1.43596  -2.92840  -1.32273  -0.018
C  0.11447  0.66008  -4.81068  0.001
S  -0.20421  1.58124  -3.30131  -0.002
O  -0.01343  0.49540  -2.20498  -0.005
C  1.25630  2.59369  -3.20321  0.003
C  1.04432  3.96286  -3.09581  0.000
C  2.13908  4.80947  -3.00301  0.000
C  3.42169  4.28054  -3.00200  0.000
C  3.61992  2.90664  -3.09761  0.000
C  2.53559  2.05320  -3.20272  0.000
H  1.10242  0.20867  -4.76641  0.000
H  0.05736  1.35988  -5.64419  0.000
H  -0.66342  -0.09516  -4.90455  0.000
H  0.03737  4.36342  -3.10107  0.000
H  1.98728  5.87821  -2.93807  0.000
H  4.27460  4.94202  -2.93001  0.000
H  4.62283  2.50144  -3.10143  0.000
H  2.68560  0.98316  -3.28300  0.000
N  1.02372  -4.97302  -3.98624  0.000
C  1.02336  -4.26476  -2.87104  0.000
C  1.55547  -2.98710  -2.78631  -0.003
C  1.58687  -2.29227  -1.58093  0.013
N  1.04685  -2.72931  -0.46363  -0.005
C  0.28609  -3.96291  -0.45418  -0.001
C  0.44176  -4.91454  -1.65208  -0.001
H  1.44306  -4.61941  -4.83232  0.000
H  0.70120  -5.92745  -4.00088  0.000
H  2.02437  -2.54035  -3.65206  0.000
H  2.09865  -1.33889  -1.52648  -0.002
H  0.48468  -4.47798  0.48387  0.001
H  1.00354  -5.82813  -1.43837  0.000
C  1.12304  -2.03686  0.79849  -0.001
Ge  2.87285  -2.55542  1.90650  0.001
C  4.59136  -1.66258  1.60959  0.000
C  5.68757  -2.46211  1.93651  0.000
C  6.97591  -1.97564  1.77834  0.000
C  7.17640  -0.69602  1.27874  0.000
C  6.08826  0.10068  0.95296  0.000
C  4.79625  -0.37776  1.12022  0.000
C  3.02748  -4.32796  1.01336  0.000
C  3.68330  -4.40724  -0.21509  0.000
C  3.76442  -5.61469  -0.89737  0.000
C  3.19079  -6.75701  -0.35276  0.000
C  2.54387  -6.69172  0.87401  0.000
C  2.46634  -5.48212  1.55664  0.000
C  2.18364  -2.80990  3.72521  0.000
C  3.01610  -2.49205  4.79552  0.000
C  2.62011  -2.77567  6.09556  0.000
C  1.39367  -3.37705  6.33508  0.000
C  0.55057  -3.67870  5.27388  0.000
C  0.94711  -3.40207  3.97354  0.000
H  0.35256  -2.46192  1.44348  0.003
H  5.53569  -3.46801  2.31378  0.000
H  7.82262  -2.59531  2.04212  0.000
H  8.18150  -0.32015  1.14279  0.000
H  6.24738  1.10286  0.57592  0.000
H  3.95386  0.26054  0.88129  0.000
H  4.16268  -3.52420  -0.62814  0.000
H  4.29799  -5.66884  -1.83850  0.000
H  3.27861  -7.70529  -0.86796  0.000
H  2.11885  -7.58539  1.31388  0.000
H  1.99088  -5.44612  2.53098  0.000
H  3.97598  -2.02203  4.61324  0.000
H  3.27580  -2.53364  6.92164  0.000
H  1.09614  -3.62341  7.34540  0.000
H  -0.41038  -4.14195  5.45872  0.000
H  0.28207  -3.66884  3.15543  0.000

## Properties
Spin multiplicity   2
Energy relative to the best compared isomer or geometry (same formula, charge and spin)   0.00 kJ/mol
Charge   +3
Expectation value of S²   0.857